# 1
# C38H96N6O14

A cluster of 7 separate species, C38H96N6O14 in total at a distorted geometry (ωB97M-V with the def2-TZVPD basis set, the OMol25 dataset).

```
154
C38H96N6O14, DFT ωB97M-V with the def2-TZVPD basis set
C -4.162 18.030 -15.640
O -3.954 19.131 -14.728
C -4.677 18.994 -13.478
C -5.111 20.415 -12.949
N -3.892 21.190 -12.645
C -4.116 22.657 -12.345
C -2.755 23.435 -12.245
O -2.092 23.215 -13.505
C -0.858 23.990 -13.592
H -5.142 17.834 -16.076
H -3.874 17.061 -15.233
H -3.469 18.152 -16.472
H -4.118 18.423 -12.737
H -5.496 18.296 -13.652
H -5.818 20.357 -12.121
H -5.664 20.894 -13.757
H -3.230 21.068 -13.397
H -4.602 22.819 -11.383
H -4.727 23.118 -13.121
H -2.100 23.242 -11.395
H -2.986 24.490 -12.100
H -0.450 23.684 -14.555
H -0.137 23.708 -12.825
H -1.035 25.062 -13.681
C -4.425 11.171 -6.568
O -3.881 10.772 -7.845
C -4.341 11.596 -8.933
C -3.397 11.327 -10.191
N -1.939 11.606 -9.975
C -1.080 11.332 -11.042
C 0.321 11.885 -10.721
O 0.913 11.177 -9.637
C 2.285 11.642 -9.424
H -5.515 11.166 -6.605
H -4.051 12.171 -6.348
H -4.227 10.478 -5.750
H -4.329 12.652 -8.664
H -5.319 11.230 -9.245
H -3.745 11.897 -11.053
H -3.399 10.262 -10.423
H -1.699 11.343 -9.029
H -1.414 11.953 -11.874
H -0.963 10.303 -11.384
H 0.239 12.879 -10.283
H 0.803 11.803 -11.695
H 2.305 12.716 -9.240
H 2.934 11.240 -10.202
H 2.682 11.177 -8.521
C -18.726 4.974 -20.023
O -17.815 5.451 -19.073
C -16.460 5.593 -19.537
C -16.182 6.624 -20.675
N -16.180 7.947 -20.111
C -15.923 8.908 -21.187
C -17.237 9.165 -21.991
O -18.366 9.216 -21.103
C -18.644 10.467 -20.513
H -19.631 4.748 -19.458
H -18.302 4.034 -20.378
H -19.048 5.700 -20.770
H -16.047 4.608 -19.752
H -15.859 5.902 -18.681
H -16.912 6.397 -21.451
H -15.194 6.446 -21.101
H -17.128 8.194 -19.865
H -15.009 8.628 -21.711
H -15.736 9.878 -20.726
H -17.349 8.385 -22.743
H -17.154 10.101 -22.544
H -19.585 10.559 -19.972
H -18.595 11.253 -21.267
H -17.856 10.869 -19.876
C -9.065 4.650 -13.082
O -8.204 4.197 -14.179
C -7.001 3.751 -13.696
C -6.032 3.622 -14.816
N -5.788 4.867 -15.485
C -4.754 5.804 -14.993
C -3.409 5.049 -14.863
O -2.155 5.787 -14.824
C -1.920 6.508 -16.025
H -10.016 5.006 -13.479
H -8.564 5.462 -12.555
H -9.353 3.850 -12.399
H -7.228 2.790 -13.236
H -6.645 4.410 -12.904
H -6.532 2.984 -15.544
H -5.125 3.068 -14.570
H -6.696 5.306 -15.532
H -5.144 6.203 -14.057
H -4.617 6.634 -15.686
H -3.305 4.308 -15.655
H -3.390 4.477 -13.935
H -2.734 7.179 -16.298
H -1.589 5.904 -16.870
H -1.049 7.135 -15.832
C -1.593 0.819 -28.881
O -2.008 0.917 -27.541
C -3.381 1.348 -27.391
C -3.676 1.551 -25.841
N -2.965 2.670 -25.112
C -3.461 3.059 -23.784
C -2.877 4.364 -23.167
O -3.727 5.418 -23.575
C -3.255 6.749 -23.259
H -1.543 1.811 -29.329
H -2.259 0.267 -29.544
H -0.691 0.209 -28.940
H -4.090 0.653 -27.842
H -3.483 2.285 -27.939
H -3.472 0.602 -25.347
H -4.746 1.666 -25.670
H -3.122 3.480 -25.693
H -3.443 2.200 -23.114
H -4.512 3.298 -23.948
H -1.853 4.441 -23.533
H -2.724 4.374 -22.088
H -4.065 7.457 -23.434
H -2.402 7.069 -23.858
H -3.102 6.789 -22.180
C -11.280 20.915 -11.068
O -12.045 20.020 -11.896
C -12.810 19.191 -11.115
C -13.291 17.997 -12.062
N -12.181 17.162 -12.560
C -12.466 16.108 -13.507
C -12.709 16.733 -14.915
O -11.576 17.536 -15.280
C -11.696 18.179 -16.498
H -10.722 21.670 -11.622
H -10.454 20.321 -10.679
H -11.803 21.351 -10.216
H -13.738 19.601 -10.716
H -12.180 18.810 -10.311
H -13.780 18.550 -12.864
H -14.025 17.396 -11.525
H -11.678 17.819 -13.140
H -13.299 15.510 -13.137
H -11.510 15.584 -13.467
H -13.656 17.270 -14.965
H -12.828 15.913 -15.623
H -12.477 18.932 -16.399
H -11.808 17.465 -17.315
H -10.785 18.741 -16.704
O -8.552 10.844 -16.066
C -8.797 10.440 -17.410
C -9.944 9.456 -17.381
O -11.164 10.109 -16.928
H -9.350 11.141 -15.623
H -8.874 11.339 -18.022
H -7.953 9.890 -17.825
H -9.644 8.714 -16.641
H -10.084 8.920 -18.320
H -11.919 9.641 -17.293
```

Molecular weight ... 861.21 g/mol
Max |F| ... 3.69 eV Å⁻¹
Relative energy (zero: lowest compared OMol25 entry of this formula, charge and spin) ... 92.3 kcal per mole
SMILES ... COCCNCCOC.COCCNCCOC.COCCNCCOC.COCCNCCOC.COCCNCCOC.COCCNCCOC.OCCO
Orbital gap ... 8.518 eV
E_tot ... -78554.9904 eV

# 2
# C38H96N6O14

A cluster of 7 separate species, C38H96N6O14 in total at a distorted geometry (ωB97M-V with the def2-TZVPD basis set, the OMol25 dataset).

```
154
C38H96N6O14, DFT ωB97M-V with the def2-TZVPD basis set
C -12.079 3.112 -4.458
O -12.909 3.949 -3.657
C -12.380 4.111 -2.354
C -13.074 5.305 -1.737
N -14.446 5.188 -1.149
C -15.288 4.294 -1.910
C -16.683 4.045 -1.251
O -17.403 2.989 -1.919
C -17.181 1.709 -1.321
H -12.296 2.049 -4.562
H -11.011 3.038 -4.254
H -12.113 3.586 -5.439
H -11.323 4.372 -2.402
H -12.508 3.249 -1.699
H -13.199 6.041 -2.532
H -12.462 5.749 -0.952
H -14.764 6.143 -1.235
H -14.775 3.335 -1.984
H -15.522 4.657 -2.911
H -17.230 4.968 -1.446
H -16.548 3.851 -0.187
H -17.552 0.889 -1.936
H -17.585 1.649 -0.310
H -16.105 1.572 -1.210
C -21.184 0.393 -10.401
O -19.788 0.705 -10.325
C -19.255 0.885 -9.026
C -17.825 1.440 -8.958
N -17.660 2.840 -9.339
C -18.188 3.720 -8.354
C -18.077 5.215 -8.731
O -18.654 5.322 -10.048
C -18.944 6.589 -10.451
H -21.436 -0.648 -10.198
H -21.515 0.657 -11.406
H -21.772 1.043 -9.754
H -19.258 -0.065 -8.490
H -19.857 1.566 -8.424
H -17.100 0.917 -9.583
H -17.401 1.329 -7.960
H -18.066 3.050 -10.240
H -17.767 3.587 -7.358
H -19.273 3.627 -8.300
H -17.019 5.473 -8.786
H -18.603 5.829 -8.000
H -19.745 7.020 -9.850
H -19.263 6.564 -11.493
H -18.026 7.134 -10.673
C -19.395 -7.038 -9.101
O -19.562 -6.235 -7.906
C -18.341 -6.077 -7.090
C -17.317 -5.029 -7.616
N -17.831 -3.698 -7.357
C -17.494 -3.318 -5.982
C -18.068 -1.896 -5.702
O -19.505 -1.908 -6.104
C -20.132 -0.677 -5.766
H -20.269 -6.987 -9.751
H -18.974 -8.007 -8.833
H -18.594 -6.676 -9.746
H -18.003 -7.112 -7.044
H -18.526 -5.847 -6.041
H -17.281 -5.193 -8.693
H -16.404 -5.189 -7.043
H -18.787 -3.465 -7.585
H -16.462 -3.552 -5.721
H -18.138 -3.955 -5.375
H -17.597 -1.084 -6.256
H -17.840 -1.571 -4.687
H -20.133 -0.646 -4.676
H -21.153 -0.850 -6.107
H -19.702 0.254 -6.133
C -18.746 -3.823 -2.044
O -17.363 -3.575 -1.992
C -16.945 -2.421 -1.239
C -15.334 -2.434 -1.197
N -14.770 -2.325 -2.557
C -13.332 -2.551 -2.442
C -12.600 -2.371 -3.793
O -13.169 -3.117 -4.860
C -12.342 -3.209 -5.949
H -19.034 -4.745 -2.548
H -19.153 -3.001 -2.632
H -19.012 -3.953 -0.994
H -17.343 -2.523 -0.229
H -17.277 -1.493 -1.705
H -15.011 -3.382 -0.767
H -14.961 -1.671 -0.514
H -15.100 -3.174 -2.994
H -13.092 -3.561 -2.108
H -12.966 -1.834 -1.709
H -11.559 -2.635 -3.605
H -12.608 -1.303 -4.012
H -12.013 -2.271 -6.397
H -12.921 -3.802 -6.657
H -11.387 -3.684 -5.726
C -15.122 -0.761 -8.304
O -13.770 -0.304 -8.128
C -13.559 0.920 -8.844
C -12.209 1.597 -8.366
N -11.027 0.864 -8.752
C -10.882 0.732 -10.214
C -9.656 -0.219 -10.531
O -9.788 -1.491 -9.930
C -8.699 -2.386 -10.262
H -15.157 -1.762 -7.874
H -15.455 -0.912 -9.331
H -15.835 -0.164 -7.734
H -14.360 1.612 -8.586
H -13.691 0.915 -9.926
H -12.178 1.864 -7.309
H -12.158 2.622 -8.732
H -11.153 -0.080 -8.415
H -10.761 1.668 -10.759
H -11.747 0.168 -10.564
H -8.702 0.258 -10.307
H -9.651 -0.452 -11.596
H -8.666 -2.481 -11.348
H -8.809 -3.381 -9.831
H -7.678 -2.051 -10.079
C -22.907 8.126 -5.342
O -21.820 7.271 -4.972
C -20.739 7.450 -5.796
C -19.618 6.521 -5.229
N -20.027 5.153 -5.614
C -19.373 4.138 -4.847
C -20.109 2.759 -4.902
O -21.361 2.904 -4.293
C -21.941 1.625 -4.074
H -23.136 8.196 -6.405
H -22.709 9.116 -4.932
H -23.747 7.636 -4.850
H -20.339 8.463 -5.830
H -21.046 7.205 -6.812
H -19.670 6.620 -4.145
H -18.637 6.877 -5.545
H -21.034 5.191 -5.542
H -19.262 4.489 -3.821
H -18.387 3.996 -5.289
H -19.467 2.099 -4.319
H -20.185 2.359 -5.914
H -22.389 1.202 -4.974
H -22.764 1.743 -3.369
H -21.305 0.911 -3.550
C -15.060 0.376 -4.799
C -15.783 1.573 -5.528
O -17.113 1.460 -5.209
O -15.263 0.315 -3.429
H -13.999 0.554 -4.972
H -15.357 -0.560 -5.273
H -15.673 1.557 -6.612
H -15.346 2.498 -5.153
H -17.084 1.381 -4.253
H -15.228 -0.617 -3.201
```

Spin multiplicity ... 2
Molecular weight ... 861.21 g/mol
Max |F| ... 3.57 eV Å⁻¹
Relative energy (zero: lowest compared OMol25 entry of this formula, charge and spin) ... 17.1 kcal per mole
Total charge ... +1
Orbital gap (alpha / beta) ... 7.660 / 2.724 eV
E_tot ... -78548.9207 eV